[1]
Computed, not measured: a structure of composition C41H59CoN2O5, with wB97M-V/def2-TZVPD.

Structure (XYZ):
```
108
Properties=species:S:1:pos:R:3:forces:R:3:lowdin_spin:R:1
Co 0.11776 -0.19773 0.25444 -0.217 0.003 -0.354 2.72
C -3.26373 1.76418 0.75823 -0.021 -0.083 0.022 0.00
N -1.85475 1.93574 0.43609 -0.051 0.019 0.017 0.01
C -1.36548 3.06616 1.20996 -0.013 0.001 -0.003 0.00
C -1.67567 2.17356 -0.98980 0.034 0.025 -0.043 0.00
C -1.97265 0.93565 -1.81600 -0.017 0.039 -0.183 0.00
N -1.04273 -0.18737 -1.57805 0.019 0.079 0.140 0.04
C -1.79131 -1.46990 -1.44675 -0.055 -0.062 0.054 0.00
C -2.78607 -1.55206 -0.31814 -0.020 0.076 -0.052 0.00
C -4.12285 -1.76027 -0.61473 -0.012 0.019 0.017 0.00
C -5.08194 -1.96862 0.37013 0.043 -0.012 0.033 0.00
C -4.62336 -2.01772 1.68560 0.027 0.059 -0.050 0.00
C -3.29593 -1.81112 2.04542 -0.125 0.018 0.053 0.00
C -2.35450 -1.50629 1.03133 0.002 0.087 -0.162 0.01
O -1.11925 -1.21943 1.33151 0.193 -0.012 0.127 0.06
C -2.82002 -1.93222 3.49523 0.008 0.005 0.031 0.00
C -1.71186 -2.99154 3.56676 0.067 -0.057 0.010 0.00
C -2.27594 -0.59074 4.00519 -0.017 0.050 -0.048 0.00
C -3.93430 -2.36458 4.45423 0.026 0.004 -0.095 0.00
C -6.54419 -2.17159 -0.01862 -0.008 -0.004 0.014 0.00
C -7.03904 -0.95760 -0.81612 -0.002 -0.002 0.007 0.00
C -7.45365 -2.33707 1.20004 0.023 -0.008 -0.037 0.00
C -6.67658 -3.42825 -0.88917 -0.008 0.009 0.005 0.00
C -0.03435 -0.33743 -2.67558 0.087 0.007 -0.104 0.00
C 1.41386 -0.15847 -2.29796 -0.068 0.013 -0.006 0.01
C 2.22953 0.71754 -3.00653 0.029 -0.037 -0.032 0.00
C 3.58294 0.81399 -2.74071 -0.023 -0.023 0.028 0.01
C 4.09300 0.00291 -1.71839 -0.066 0.043 0.026 0.00
C 3.32488 -0.87894 -0.97997 0.090 -0.026 -0.065 0.01
C 1.94016 -0.96510 -1.27481 0.103 -0.101 -0.040 0.00
O 1.12500 -1.74003 -0.58003 0.000 0.185 0.056 0.05
C 3.92291 -1.80321 0.08130 0.016 -0.016 0.012 0.00
C 3.16978 -1.70377 1.41885 -0.008 0.014 0.077 0.00
C 3.81932 -3.24708 -0.43215 0.008 -0.012 0.006 0.00
C 5.39843 -1.49181 0.35451 -0.061 0.007 -0.036 0.00
C 4.52570 1.74925 -3.49325 -0.005 -0.007 -0.005 0.00
C 3.79982 2.52687 -4.59103 0.033 0.015 0.022 0.00
C 5.64782 0.93325 -4.15006 -0.016 0.015 -0.021 0.00
C 5.14212 2.75912 -2.51840 -0.008 -0.001 -0.022 0.00
H -3.83904 2.66816 0.48912 -0.007 0.001 0.006 0.00
H -3.69683 0.91019 0.24773 -0.025 -0.106 -0.003 0.00
H -3.36873 1.59455 1.82634 -0.026 -0.048 0.119 0.00
H -1.94216 3.98086 0.98513 0.011 0.001 0.018 0.00
H -1.47074 2.84842 2.27334 0.031 0.002 0.004 0.00
H -0.32432 3.25573 0.98722 0.207 0.007 -0.056 0.00
H -2.35251 2.98094 -1.33346 0.059 0.004 -0.001 0.00
H -0.64636 2.49819 -1.15950 -0.004 -0.036 0.020 0.00
H -2.98874 0.59275 -1.61452 0.042 -0.004 0.007 0.00
H -1.94129 1.21604 -2.87638 -0.065 -0.014 0.071 0.00
H -2.32205 -1.66320 -2.39184 0.038 -0.002 0.041 0.00
H -1.02915 -2.24046 -1.31747 -0.001 0.029 0.016 0.00
H -4.41332 -1.76481 -1.66163 -0.003 -0.013 -0.025 0.00
H -5.33603 -2.22208 2.46782 -0.052 -0.023 0.097 0.00
H -0.87427 -2.72095 2.92640 -0.045 -0.027 0.050 0.00
H -1.35527 -3.08919 4.59525 0.011 -0.014 0.046 0.00
H -2.09711 -3.96150 3.24495 -0.011 -0.038 0.003 0.00
H -1.49189 -0.21294 3.35273 -0.002 0.001 -0.002 0.00
H -3.08028 0.14620 4.05834 -0.036 0.058 -0.017 0.00
H -1.86950 -0.71421 5.01217 0.023 0.002 0.035 0.00
H -4.34763 -3.33829 4.18517 -0.023 -0.030 -0.029 0.00
H -3.52111 -2.44516 5.46156 0.010 -0.001 0.019 0.00
H -4.74950 -1.63965 4.48765 -0.034 0.031 -0.004 0.00
H -6.95007 -0.04778 -0.22073 -0.002 0.030 0.021 0.00
H -6.45867 -0.81693 -1.72805 0.019 0.003 -0.019 0.00
H -8.08663 -1.08538 -1.09948 -0.042 -0.002 -0.015 0.00
H -7.39830 -1.47066 1.86010 0.002 0.037 0.021 0.00
H -8.48942 -2.44579 0.87125 -0.018 -0.004 -0.007 0.00
H -7.19219 -3.22392 1.77840 0.014 -0.030 0.024 0.00
H -6.08191 -3.34128 -1.79871 0.012 -0.004 -0.021 0.00
H -6.32717 -4.30681 -0.34548 0.007 -0.029 0.017 0.00
H -7.71804 -3.59026 -1.17809 -0.041 -0.007 -0.017 0.00
H -0.16309 -1.34278 -3.09050 0.013 0.023 0.000 0.00
H -0.27590 0.37122 -3.47299 0.031 -0.039 0.031 0.00
H 1.77231 1.32985 -3.77428 -0.013 0.015 -0.019 0.00
H 5.14431 0.09225 -1.48677 0.098 -0.033 0.015 0.00
H 2.20765 -2.20536 1.36377 -0.001 -0.006 0.005 0.00
H 3.76655 -2.16776 2.20915 0.014 -0.022 0.020 0.00
H 2.98400 -0.66521 1.69202 0.020 -0.081 -0.047 0.00
H 2.78111 -3.49294 -0.65332 0.008 0.004 0.009 0.00
H 4.41516 -3.37574 -1.33822 0.023 -0.007 -0.033 0.00
H 4.18911 -3.94363 0.32524 0.018 -0.031 0.024 0.00
H 5.53347 -0.47233 0.72259 -0.012 0.031 0.017 0.00
H 5.77208 -2.17901 1.11664 0.001 -0.003 0.008 0.00
H 6.01605 -1.62133 -0.53561 0.019 0.003 -0.050 0.00
H 3.34565 1.85700 -5.32314 -0.006 -0.020 -0.028 0.00
H 3.01845 3.16384 -4.17472 -0.029 0.013 0.017 0.00
H 4.51145 3.16845 -5.11514 0.011 0.017 -0.013 0.00
H 5.23405 0.18881 -4.83252 -0.011 -0.016 -0.022 0.00
H 6.31323 1.59048 -4.71561 0.028 0.020 -0.019 0.00
H 6.24810 0.40883 -3.40690 0.007 -0.025 0.033 0.00
H 4.36648 3.37786 -2.07085 -0.037 0.050 0.051 0.00
H 5.67659 2.25884 -1.71050 0.021 -0.011 0.028 0.00
H 5.84639 3.41412 -3.03853 0.030 0.015 -0.018 0.00
O 3.14407 4.73658 -0.25122 0.058 -0.027 -0.004 0.00
C 3.69506 3.99985 0.72976 -0.014 0.017 -0.078 0.00
C 4.80359 4.51435 1.40375 -0.005 -0.012 -0.007 0.00
C 5.40643 3.78369 2.40919 -0.013 -0.011 -0.008 0.00
C 4.91486 2.53240 2.76890 -0.027 0.006 -0.004 0.00
C 3.80710 2.03052 2.10896 0.007 0.012 0.035 0.00
C 3.18556 2.74057 1.08730 -0.004 -0.023 -0.028 0.00
C 1.98841 2.18113 0.37266 0.001 0.187 -0.131 0.01
O 1.57994 2.78402 -0.64435 -0.109 0.030 0.029 0.00
O 1.44954 1.15084 0.87006 -0.171 -0.250 0.277 0.04
H 2.44026 4.14343 -0.64336 -0.040 0.003 0.045 0.00
H 5.17631 5.48586 1.10911 0.010 0.034 -0.008 0.00
H 6.26993 4.19299 2.91862 0.027 0.010 0.013 0.00
H 5.38719 1.96064 3.55630 0.010 -0.010 0.011 0.00
H 3.39592 1.06862 2.37663 -0.002 0.037 0.032 0.00
```
Positions in Å, forces in eV/Å.

For the molecular weight, the calculation gives 718.9 g/mol. Its charge is -1. The value obtained for the LUMO energy (alpha / beta) is 0.091 / 0.091 Eh. As for the spin multiplicity: 4. Its orbital gap (alpha / beta) is 7.03 / 7.22 eV.


[2]
Computed, not measured: a structure of composition C26H29Br2CsIN5O2S2, with wB97M-V/def2-TZVPD.

Structure (XYZ):
```
68
Properties=species:S:1:pos:R:3:forces:R:3:nbo_charge:R:1
Cs -0.65668 -0.12692 0.51749 0.060 -0.498 -0.484 0.92
O -0.54553 0.98757 3.16284 -0.025 0.066 0.028 -1.05
S -1.17973 2.28525 2.92821 0.028 0.221 0.194 2.32
O -2.50415 2.44434 3.48367 -0.006 0.030 0.024 -0.97
N -1.05456 2.57065 1.39440 -0.005 -0.094 0.005 -1.02
C -1.70417 3.59909 0.75124 0.043 0.009 0.110 0.18
C -2.33754 4.66805 1.36010 -0.018 -0.006 -0.035 -0.28
C -2.96527 5.68169 0.61524 0.022 0.009 -0.017 -0.17
C -2.97976 5.65889 -0.74918 -0.012 0.006 0.016 -0.24
C -2.34985 4.58774 -1.42194 0.025 -0.059 -0.056 -0.10
C -2.34143 4.49322 -2.83164 -0.005 0.003 0.003 -0.13
C -1.73337 3.43666 -3.44246 0.010 0.018 -0.025 -0.28
C -1.11883 2.46583 -2.63069 0.016 -0.040 0.051 0.04
N -1.09648 2.51323 -1.32177 -0.050 -0.009 0.031 -0.48
C -1.70786 3.55593 -0.69249 -0.001 0.110 0.053 0.19
C -0.13280 3.45895 3.76535 -0.028 0.011 0.008 -0.25
C 1.21459 3.51486 3.43089 0.004 0.009 0.006 -0.22
C 2.03657 4.42963 4.06652 0.003 -0.008 -0.008 -0.21
C 1.51276 5.28501 5.02989 0.000 0.005 0.007 -0.21
C 0.16788 5.22273 5.35865 -0.002 -0.004 -0.004 -0.21
C -0.66196 4.30563 4.72471 0.005 -0.001 0.006 -0.23
H -2.37209 4.71423 2.43833 -0.010 0.015 0.003 0.22
H -3.44604 6.49372 1.14689 -0.004 -0.003 0.003 0.21
H -3.46703 6.43419 -1.32670 -0.001 0.008 0.007 0.21
H -2.82858 5.26805 -3.41246 0.001 0.006 0.009 0.21
H -1.71473 3.33444 -4.51911 -0.006 -0.003 0.000 0.22
H -0.62734 1.61082 -3.09034 -0.009 -0.007 -0.002 0.18
H 1.60614 2.84045 2.67982 0.002 -0.004 -0.004 0.23
H 3.08783 4.47808 3.81285 0.001 0.001 0.000 0.21
H 2.15753 6.00042 5.52426 0.002 0.000 -0.001 0.21
H -0.23928 5.88699 6.11002 0.001 0.001 0.000 0.21
H -1.71342 4.23280 4.96872 -0.002 -0.001 -0.002 0.24
Br 2.55131 -0.73377 2.61702 0.001 0.013 -0.030 0.05
C 1.21938 -1.69834 3.60689 -0.059 0.020 0.132 -0.53
Br 0.34689 -3.08592 2.57600 0.050 0.017 -0.004 0.01
H 0.46341 -0.98879 3.92431 0.000 0.025 -0.058 0.26
H 1.71009 -2.18899 4.43602 -0.008 0.021 0.015 0.23
C 2.28174 -2.34006 -4.45439 0.005 -0.001 -0.038 -0.42
N 0.83416 -2.44362 -4.30584 -0.038 -0.021 0.023 -0.45
C 0.12425 -1.36737 -4.97305 -0.005 -0.023 -0.003 -0.40
C 0.29406 -3.00692 -3.17940 0.196 0.175 0.120 0.34
S -1.01417 -2.32698 -2.38244 -0.120 0.022 -0.043 -0.31
N 0.89706 -4.13346 -2.73453 -0.029 -0.046 -0.017 -0.43
C 0.55746 -4.68395 -1.43449 -0.016 -0.017 -0.001 -0.41
C 1.58588 -5.05878 -3.62071 -0.026 -0.028 0.001 -0.41
H 2.58446 -1.29738 -4.31407 -0.026 -0.023 -0.027 0.20
H 2.59659 -2.66016 -5.44996 0.006 -0.010 -0.001 0.20
H 2.79446 -2.93856 -3.70780 -0.004 0.048 -0.020 0.22
H 0.52604 -1.27493 -5.98294 -0.004 0.004 0.003 0.20
H 0.25385 -0.41430 -4.44863 0.005 -0.003 0.014 0.19
H -0.93710 -1.58879 -5.02180 -0.006 -0.001 -0.004 0.23
H 0.42874 -3.88438 -0.71103 0.008 0.002 0.001 0.24
H 1.37636 -5.32767 -1.11272 0.004 -0.007 -0.013 0.20
H -0.36687 -5.26667 -1.47946 0.000 0.006 0.010 0.20
H 1.45799 -4.75682 -4.65606 -0.001 -0.008 -0.003 0.22
H 1.15232 -6.05274 -3.49398 0.000 -0.004 -0.010 0.21
H 2.65309 -5.11852 -3.39128 0.001 -0.007 0.002 0.20
I 3.71181 -2.64076 -0.73513 -0.009 0.043 0.000 0.14
C 3.34266 -0.71188 -1.48956 0.063 -0.051 0.067 0.10
C 4.23924 -0.17626 -2.40538 0.002 0.028 0.022 -0.30
C 3.96728 1.08846 -2.89901 0.027 -0.002 -0.002 -0.16
C 2.83213 1.75388 -2.46177 -0.009 0.017 -0.003 -0.25
C 2.01637 1.12782 -1.53496 0.017 0.001 0.009 0.04
N 2.26721 -0.09421 -1.05074 -0.060 -0.012 -0.060 -0.48
H 5.11268 -0.73169 -2.71415 -0.002 -0.007 -0.002 0.24
H 4.63771 1.54693 -3.61465 -0.002 0.001 -0.002 0.23
H 2.58148 2.74228 -2.82129 -0.005 0.002 0.004 0.23
H 1.12357 1.62247 -1.16470 0.004 0.035 -0.006 0.23
```
Positions in Å, forces in eV/Å.

For the molecular weight, the calculation gives 927.3 g/mol. The value obtained for the LUMO energy is 0.003 Eh. Its orbital gap is 7.13 eV.


[3]
Computed, not measured: the ion C2H5NO2P with charge +1, with wB97M-V/def2-TZVPD.

Structure (XYZ):
```
11
Properties=species:S:1:pos:R:3:forces:R:3:nbo_charge:R:1
C 0.48835 0.61592 0.03603 0.185 0.313 1.266 -0.08
C -0.61340 -0.36643 -0.56436 0.084 1.931 1.168 -0.78
N 2.86021 0.36916 0.45768 1.898 0.135 -0.040 0.50
O 3.76676 -0.20717 0.11996 0.124 0.209 0.421 -0.08
O 1.60288 -0.35957 0.08416 -2.610 -1.666 0.186 -0.55
P 0.32706 -1.91621 -0.12579 1.256 0.792 -2.797 1.00
H 0.92922 1.36379 -0.60955 -0.895 0.438 -0.447 0.22
H 0.35925 1.12777 1.09207 -0.187 -1.474 -2.013 0.24
H -1.54750 -0.22328 0.03795 0.597 -0.287 -0.913 0.28
H -0.73950 -0.11963 -1.66757 0.051 -0.920 1.453 0.29
H 0.10901 -2.12508 1.19012 -0.503 0.531 1.715 -0.05
```
Positions in Å, forces in eV/Å.

For the molecular weight, the calculation gives 106.0 g/mol. Its charge is +1. The value obtained for the LUMO energy is -0.226 Eh. Its orbital gap is 9.18 eV.


[4]
Computed, not measured: an isolated molecule of C3H3ClF2O, with wB97M-V/def2-TZVPD.

Structure (XYZ):
```
10
Properties=species:S:1:pos:R:3:forces:R:3:nbo_charge:R:1
C -0.00813 -0.19679 -0.29078 -1.137 -0.031 -0.988 -0.26
O 1.24439 -0.40980 0.30585 1.011 -0.304 1.886 -0.49
C 2.24652 0.43389 0.16652 0.249 2.398 -0.856 0.57
F 1.94079 1.81245 0.09252 -0.509 -2.092 0.355 -0.34
C 3.56198 0.23941 0.02571 -0.580 0.802 -0.138 0.17
F 4.31198 1.37132 -0.10317 -0.005 -1.211 0.191 -0.30
Cl 4.37857 -1.24137 -0.06131 0.033 0.036 0.060 0.05
H -0.54291 -1.15947 -0.28534 0.400 0.262 0.290 0.20
H 0.25644 -0.02607 -1.33330 -0.847 0.664 -0.231 0.19
H -0.70851 0.55357 0.19323 1.386 -0.522 -0.568 0.20
```
Positions in Å, forces in eV/Å.

The SMILES is CO/C(F)=C(/F)Cl. For the molecular weight, the calculation gives 128.5 g/mol. The value obtained for the LUMO energy is 0.027 Eh. Its orbital gap is 9.73 eV.


- Which value of molecular weight does entry 4 give?
  128.5 g/mol


- Look up the molecular weight of the first one.
  718.9 g/mol


- Number 4 is which compound?
  C3H3ClF2O


- Which formula does entry 2 have?
  C26H29Br2CsIN5O2S2